1.
{
  "formula": "C4H6F2N2V2",
  "method": "ωB97M-V with the def2-TZVPD basis set",
  "symbols": ["V", "V", "F", "F", "C", "C", "N", "H", "H", "H", "C", "C", "N", "H", "H", "H"],
  "coordinates": [[-19.877, 1.482, -4.585], [-23.987, 1.929, -4.037], [-23.915, 0.014, -4.430], [-21.895, 1.951, -4.099], [-21.614, 2.874, -8.820], [-20.926, 2.431, -7.624], [-20.325, 2.150, -6.673], [-22.685, 2.998, -8.661], [-21.472, 2.226, -9.695], [-21.108, 3.803, -9.123], [-21.458, -2.860, -5.579], [-20.914, -1.601, -5.237], [-20.474, -0.559, -4.966], [-21.007, -3.127, -6.545], [-22.548, -2.787, -5.677], [-21.308, -3.654, -4.835]],
  "charge": 4,
  "spin_multiplicity": 5,
  "homo_lumo_gap_ev": [4.78, 6.52],
  "homo_energy_ha": [-0.982, -0.983],
  "e_tot_ha": -2351.223242,
  "lumo_ev": [-21.94, -20.22]
}

---

2.
{
  "formula": "C4H6F2O",
  "method": "ωB97M-V with the def2-TZVPD basis set",
  "symbols": ["C", "C", "C", "C", "H", "H", "H", "H", "H", "H", "O", "F", "F"],
  "coordinates": [[-0.371, 1.190, -0.104], [0.053, -0.219, -0.531], [-0.658, -1.239, 0.329], [1.578, 0.075, -0.010], [0.231, 1.939, -0.535], [-0.415, 1.094, 0.960], [0.087, -0.671, -1.592], [-0.193, -2.335, 0.715], [-1.234, -0.345, 1.403], [1.872, 0.645, 1.110], [2.563, -0.273, -0.665], [-1.641, 1.573, -0.447], [-1.872, -1.433, -0.635]],
  "spin_multiplicity": 1,
  "homo_lumo_gap_ev": 10.45,
  "homo_energy_ha": -0.376,
  "e_tot_ha": -430.809986,
  "lumo_ev": 0.23,
  "de_lowest_kj_mol": 456.5
}